Version A
Computed, not measured: a 2-piece molecular cluster, C5H14 overall, with ωB97M-V with the def2-TZVPD basis set.

Results
HOMO-LUMO gap   11.6 eV
SMILES string   CCC.CC
Lowest unoccupied orbital energy   1.12 eV
Molecular weight   74.2 g/mol

Positions of all 19 atoms, in Å:
C 1.311 -0.714 0.261
C 0.739 -0.868 -1.209
C 0.934 -1.898 1.259
H 2.365 -0.406 0.369
H 0.880 0.170 0.748
H 1.266 -1.541 -1.950
H 1.384 -1.912 2.258
H -0.229 -2.065 1.508
H 1.151 -2.895 1.003
H -0.285 -1.458 -1.144
H 0.953 0.065 -1.665
C -1.901 1.498 -0.566
C -0.716 1.971 0.230
H -1.825 1.552 -1.764
H -1.954 0.296 -0.471
H -2.817 1.984 -0.338
H -0.858 2.877 0.915
H 0.102 2.327 -0.352
H -0.500 1.017 0.908


Version B
Computed, not measured: a 2-piece molecular cluster, C5H14 overall, with ωB97M-V with the def2-TZVPD basis set.

Results
HOMO-LUMO gap   12.3 eV
SMILES string   CCC.CC
Lowest unoccupied orbital energy   1.15 eV
Molecular weight   74.2 g/mol

Positions of all 19 atoms, in Å:
C -0.237 -1.726 -0.604
C -0.956 -2.605 -1.644
C -1.108 -0.899 0.364
H 0.271 -2.329 0.152
H 0.502 -1.127 -1.161
H -0.270 -3.047 -2.362
H -1.608 -1.907 -2.162
H -1.394 -1.580 1.200
H -0.434 -0.124 0.710
H -1.532 -3.446 -1.236
H -2.061 -0.603 -0.061
C 0.794 2.948 1.488
C 1.442 2.081 0.292
H -0.104 3.516 1.252
H 0.777 2.329 2.380
H 1.560 3.641 1.825
H 0.945 2.267 -0.661
H 2.454 2.450 0.231
H 1.301 1.039 0.600


Most stable structure, least stable structure: version B, version A.


Version A
Computed, not measured: a 2-piece molecular cluster, C5H14 overall, with ωB97M-V with the def2-TZVPD basis set.

Results
HOMO-LUMO gap   12.1 eV
SMILES string   CCC.CC
Lowest unoccupied orbital energy   1.12 eV
Molecular weight   74.2 g/mol

Positions of all 19 atoms, in Å:
C 2.477 -0.173 -0.544
C 1.073 -0.617 -0.695
C 2.467 1.223 0.157
H 2.760 0.043 -1.529
H 3.045 -0.942 -0.235
H 0.210 0.263 -0.604
H 0.892 -1.188 -1.639
H 3.515 1.627 0.314
H 2.110 0.927 1.125
H 0.875 -1.354 0.108
H 1.789 1.857 -0.389
C -3.263 0.286 0.990
C -2.455 -0.686 0.036
H -2.755 1.117 1.136
H -4.223 0.727 0.640
H -3.288 -0.215 1.951
H -1.849 -0.215 -0.677
H -1.833 -1.408 0.640
H -3.044 -1.438 -0.506


Version B
Computed, not measured: a 2-piece molecular cluster, C5H14 overall, with ωB97M-V with the def2-TZVPD basis set.

Results
HOMO-LUMO gap   12.0 eV
SMILES string   CCC.CC
Lowest unoccupied orbital energy   1.18 eV
Molecular weight   74.2 g/mol

Positions of all 19 atoms, in Å:
C 0.227 -1.214 1.272
C -1.252 -1.290 1.616
C 0.631 -1.974 0.038
H 0.664 -0.177 1.242
H 0.802 -1.611 2.088
H -1.615 -2.287 1.158
H -1.874 -0.535 1.139
H 0.466 -1.393 -0.899
H 1.637 -2.366 0.131
H -1.507 -1.182 2.670
H -0.010 -2.746 -0.354
C 0.477 2.827 -1.140
C -0.103 1.432 -1.441
H -0.240 3.626 -1.279
H 1.032 2.835 -0.209
H 1.300 2.876 -1.832
H 0.671 0.877 -1.952
H -1.096 1.355 -1.886
H -0.212 0.947 -0.362


Version C
Computed, not measured: a 2-piece molecular cluster, C5H14 overall, with ωB97M-V with the def2-TZVPD basis set.

Results
HOMO-LUMO gap   12.0 eV
SMILES string   CCC.CC
Lowest unoccupied orbital energy   1.13 eV
Molecular weight   74.2 g/mol

Positions of all 19 atoms, in Å:
C 0.897 0.683 1.591
C 1.592 1.420 2.719
H 0.392 1.312 0.873
H 1.744 0.318 0.997
H 0.328 -0.153 1.989
H 0.937 2.000 3.378
H 2.054 0.795 3.468
H 2.390 2.077 2.374
C -1.311 -0.646 -2.088
C -1.331 -1.921 -1.238
C -0.209 0.299 -1.635
H -1.116 -0.951 -3.120
H -2.313 -0.214 -2.086
H -2.136 -2.073 -0.509
H -0.584 0.855 -0.762
H -0.437 -2.027 -0.621
H -1.507 -2.793 -1.874
H 0.671 -0.227 -1.292
H -0.060 1.244 -2.164


Most stable structure, least stable structure: version C, version A.


Version A
Computed, not measured: a 2-piece molecular cluster, C5H14 overall, with ωB97M-V with the def2-TZVPD basis set.

Results
HOMO-LUMO gap   12.4 eV
SMILES string   CCC.CC
Lowest unoccupied orbital energy   1.06 eV
Molecular weight   74.2 g/mol

Positions of all 19 atoms, in Å:
C 1.376 -0.626 2.499
C 0.667 -1.973 2.288
H 2.186 -0.874 3.193
H 1.898 -0.257 1.613
H 0.694 0.155 2.817
H 0.790 -2.399 1.282
H -0.422 -1.831 2.245
H 0.869 -2.745 3.028
C -0.332 0.801 -1.275
C -0.072 0.501 -2.740
C -1.704 1.374 -0.897
H 0.395 1.507 -0.889
H -0.273 -0.109 -0.688
H 0.480 1.329 -3.206
H 0.560 -0.367 -2.930
H -1.840 2.385 -1.286
H -1.811 1.337 0.186
H -0.963 0.433 -3.331
H -2.487 0.753 -1.309


Version B
Computed, not measured: a 2-piece molecular cluster, C5H14 overall, with ωB97M-V with the def2-TZVPD basis set.

Results
HOMO-LUMO gap   12.4 eV
SMILES string   CCC.CC
Lowest unoccupied orbital energy   1.12 eV
Molecular weight   74.2 g/mol

Positions of all 19 atoms, in Å:
C 0.283 1.535 0.114
C 1.446 0.907 -0.685
C 0.851 2.496 1.221
H -0.426 2.078 -0.502
H -0.252 0.678 0.524
H 1.133 0.810 -1.725
H 0.562 2.235 2.237
H 1.886 2.674 0.961
H 0.400 3.483 1.038
H 2.414 1.425 -0.664
H 1.707 -0.102 -0.361
C -0.938 -2.377 -0.919
C -1.571 -2.214 0.474
H -1.252 -3.368 -1.260
H -1.341 -1.606 -1.595
H 0.110 -2.196 -1.180
H -2.618 -1.987 0.323
H -1.104 -1.367 0.976
H -1.291 -3.105 1.024


Version C
Computed, not measured: a 2-piece molecular cluster, C5H14 overall, with ωB97M-V with the def2-TZVPD basis set.

Results
HOMO-LUMO gap   12.3 eV
SMILES string   CCC.CC
Lowest unoccupied orbital energy   1.14 eV
Molecular weight   74.2 g/mol

Positions of all 19 atoms, in Å:
C 0.717 3.166 -0.941
C -0.360 2.336 -0.185
H 0.331 3.819 -1.722
H 1.380 3.675 -0.247
H 1.351 2.479 -1.511
H -1.306 2.467 -0.676
H -0.416 2.700 0.838
H -0.037 1.319 -0.218
C -0.294 -1.618 0.860
C 0.839 -2.647 0.891
C -0.949 -1.416 -0.532
H -1.018 -1.850 1.642
H 0.090 -0.656 1.146
H 1.795 -2.191 1.178
H -0.647 -0.452 -0.900
H -0.491 -2.123 -1.229
H 0.982 -3.193 -0.028
H 0.725 -3.361 1.706
H -2.020 -1.577 -0.527


Version D
Computed, not measured: a 2-piece molecular cluster, C5H14 overall, with ωB97M-V with the def2-TZVPD basis set.

Results
HOMO-LUMO gap   12.2 eV
SMILES string   CCC.CC
Lowest unoccupied orbital energy   1.14 eV
Molecular weight   74.2 g/mol

Positions of all 19 atoms, in Å:
C 0.291 2.205 -1.972
C 1.551 1.412 -1.425
H 0.180 3.179 -1.498
H 0.482 2.309 -2.996
H -0.634 1.629 -1.865
H 2.578 1.729 -1.783
H 1.264 0.271 -1.597
H 1.672 1.523 -0.406
C -0.364 -1.409 0.619
C 0.023 -1.975 1.999
C -1.607 -0.545 0.809
H 0.496 -0.752 0.263
H -0.451 -2.337 -0.096
H -0.117 -1.267 2.855
H -1.887 -0.109 -0.150
H -2.494 -1.042 1.104
H 1.115 -2.267 2.013
H -0.663 -2.728 2.508
H -1.435 0.174 1.617


Most stable structure, least stable structure: version A, version D.


Version A
Computed, not measured: a 2-piece molecular cluster, C5H14 overall, with ωB97M-V with the def2-TZVPD basis set.

Results
HOMO-LUMO gap   12.4 eV
SMILES string   CCC.CC
Lowest unoccupied orbital energy   1.00 eV
Molecular weight   74.2 g/mol

Positions of all 19 atoms, in Å:
C 0.834 2.532 -0.702
C -0.664 2.248 -0.923
C 1.208 2.502 0.806
H 1.435 1.780 -1.211
H 1.038 3.530 -1.070
H -0.955 2.667 -1.886
H -1.294 2.784 -0.208
H 0.386 2.065 1.374
H 2.145 1.975 0.987
H -0.854 1.188 -0.816
H 1.302 3.512 1.195
C -0.479 -3.416 -0.456
C -0.703 -3.227 1.048
H -0.143 -2.530 -0.989
H 0.231 -4.223 -0.645
H -1.392 -3.722 -0.958
H 0.125 -3.728 1.553
H -1.598 -3.709 1.418
H -0.622 -2.225 1.483


Version B
Computed, not measured: a 2-piece molecular cluster, C5H14 overall, with ωB97M-V with the def2-TZVPD basis set.

Results
HOMO-LUMO gap   12.0 eV
SMILES string   CCC.CC
Lowest unoccupied orbital energy   1.11 eV
Molecular weight   74.2 g/mol

Positions of all 19 atoms, in Å:
C -0.516 -0.029 -2.162
C 0.839 -0.482 -1.367
C -1.512 -1.086 -2.082
H -0.087 0.201 -3.105
H -0.857 0.935 -1.842
H 1.713 0.233 -1.450
H 0.847 -0.610 -0.434
H -2.433 -0.826 -1.682
H 1.273 -1.384 -1.937
H -1.292 -1.966 -1.335
H -1.752 -1.744 -2.936
C 0.157 0.235 2.422
C 0.880 1.528 2.699
H 0.523 -0.715 2.588
H -0.844 0.141 2.847
H -0.129 0.190 1.303
H 0.148 2.166 3.329
H 1.243 1.886 1.807
H 1.796 1.326 3.336


Version C
Computed, not measured: a 2-piece molecular cluster, C5H14 overall, with ωB97M-V with the def2-TZVPD basis set.

Results
HOMO-LUMO gap   12.0 eV
SMILES string   CCC.CC
Lowest unoccupied orbital energy   1.12 eV
Molecular weight   74.2 g/mol

Positions of all 19 atoms, in Å:
C -2.574 0.630 2.073
C -1.199 0.149 1.642
H -3.118 -0.248 2.434
H -2.454 1.454 2.770
H -3.252 1.047 1.319
H -0.531 0.075 2.500
H -1.296 -0.752 1.047
H -0.733 0.913 1.019
C 1.795 -0.645 -1.138
C 1.631 0.768 -0.628
C 0.796 -1.114 -2.183
H 2.802 -0.666 -1.582
H 1.727 -1.391 -0.338
H 1.459 1.387 -1.523
H 0.964 -0.646 -3.166
H 1.006 -2.157 -2.447
H -0.209 -0.907 -1.810
H 0.794 0.790 0.075
H 2.391 1.315 -0.064


Most stable structure, least stable structure: version A, version B.